Computed, not measured: 2 unconnected molecules or ions with the total composition C7H12N2, with ωB97M-V/def2-TZVPD.

Structure (XYZ):
```
21
Properties=species:S:1:pos:R:3:forces:R:3
C 1.3383 -1.3724 0.4622 -2.0 -2.2 0.5
C -0.9814 0.3085 0.3056 3.4 2.6 0.1
C -3.1286 -0.5823 -0.1044 0.3 -2.9 2.3
C 1.9396 0.2148 -1.2926 1.1 -0.8 -3.1
C 2.1276 0.9929 1.0376 1.1 -1.8 -1.9
C -1.6077 -0.7893 -0.3436 -2.2 1.2 -1.0
C 1.5174 -0.0343 0.1209 -0.6 1.1 -1.0
N 0.8085 -2.4096 0.6329 1.5 1.1 -0.1
N -1.2194 1.4170 0.7669 -0.3 -1.1 0.3
H -3.6516 -1.4185 -0.5350 -0.3 -0.1 -0.7
H -3.5064 -0.6201 0.9673 1.1 0.3 -1.0
H -3.3479 0.3245 -0.4941 -1.4 2.7 -1.4
H 1.6191 -0.6726 -2.0303 0.8 2.0 1.6
H 1.6299 1.1793 -1.7695 -0.6 -0.7 0.7
H 3.0969 0.4062 -1.4063 -1.8 -1.0 0.4
H 2.1720 0.4907 1.9539 0.3 0.1 1.9
H 3.1663 1.2702 0.6348 -1.6 0.1 0.8
H 1.3740 1.7239 0.9811 -0.3 2.0 0.5
H -1.3286 -1.6177 0.2407 1.0 -1.8 -0.2
H -1.4623 -0.7494 -1.4772 0.4 -0.6 1.7
H -0.5556 1.9380 1.3492 0.0 -0.1 -0.6
```
Forces are in eV/Å.

## Properties
E_LUMO (spin up / spin down), eV: 0.076 / 0.069
Frontier orbital gap (spin up / spin down), eV: 7.507 / 7.495
HOMO (spin up / spin down), eV: -7.4312 / -7.4263
Max |F|, eV Å⁻¹: 4.298
Relative energy (zero: lowest compared OMol25 entry of this formula, charge and spin), kcal per mole: 99.90
Spin multiplicity: 1


Computed, not measured: a molecular structure, C41H37GaN4O5PS, with ωB97M-V/def2-TZVPD.

Structure (XYZ):
```
90
Properties=species:S:1:pos:R:3:forces:R:3
Ga -0.3545 0.2224 0.2989 -0.3 0.1 0.1
N 1.8347 0.4573 0.3035 0.2 -0.1 0.4
C 2.5729 0.2451 1.5468 0.0 0.0 -0.2
C 3.9639 0.2167 1.5161 0.0 0.0 -0.1
C 4.6831 0.0695 2.6883 0.0 0.0 0.0
C 4.0066 -0.0441 3.8976 0.1 0.0 0.0
C 2.6254 -0.0243 3.9205 -0.1 0.0 0.1
C 1.8810 0.1126 2.7459 -0.1 0.0 -0.1
P 0.0481 0.1234 2.7170 0.1 0.1 0.2
C -0.3889 1.6726 3.5541 0.0 0.1 0.0
C -1.5055 1.7615 4.3843 0.0 0.0 0.0
C -1.8334 2.9762 4.9696 0.0 -0.1 0.0
C -1.0632 4.1036 4.7206 0.0 0.0 0.0
C 0.0387 4.0220 3.8808 0.0 0.0 0.0
C 0.3768 2.8102 3.2980 0.0 0.0 0.1
C -0.4219 -1.2493 3.8077 -0.1 0.0 0.0
C -0.9695 -2.4049 3.2604 0.1 0.0 0.1
C -1.3033 -3.4822 4.0660 0.0 0.0 0.0
C -1.1051 -3.4054 5.4380 0.0 0.0 0.0
C -0.5912 -2.2438 5.9982 0.0 0.0 0.0
C -0.2572 -1.1653 5.1892 0.0 0.0 0.0
H 2.1794 -0.1663 -0.4164 0.0 -0.2 -0.1
H 2.0181 1.3944 -0.0368 0.0 0.2 0.0
H 4.4774 0.3210 0.5668 0.0 0.0 0.0
H 5.7660 0.0526 2.6603 -0.1 0.0 0.0
H 4.5594 -0.1473 4.8237 0.0 0.0 -0.1
H 2.1209 -0.1207 4.8721 0.0 0.0 0.0
H -2.1235 0.8907 4.5538 0.0 0.0 0.0
H -2.7006 3.0413 5.6153 0.0 0.0 0.0
H -1.3243 5.0497 5.1797 0.0 0.0 0.0
H 0.6362 4.9030 3.6795 0.0 -0.1 0.0
H 1.2380 2.7544 2.6437 0.0 0.0 0.0
H -1.1596 -2.4482 2.2008 0.0 0.0 -0.2
H -1.7354 -4.3763 3.6276 0.1 0.1 0.0
H -1.3653 -4.2437 6.0733 0.0 0.0 0.0
H -0.4567 -2.1708 7.0703 0.0 0.0 0.0
H 0.0912 -0.2467 5.6456 0.0 0.0 0.0
O -0.3875 2.3160 0.1241 0.1 0.5 -0.3
N -0.1490 2.3206 -1.1154 0.0 -1.0 0.7
O 0.0128 1.1349 -1.5137 -0.1 0.4 -0.4
C -5.4667 -3.9244 -3.4583 0.0 0.0 0.0
C -4.1891 -3.6736 -2.7027 -0.1 0.0 0.0
C -4.0231 -4.1716 -1.4116 -0.1 0.0 0.0
C -2.8448 -3.9564 -0.7185 0.1 0.0 0.2
C -1.8188 -3.2452 -1.3311 0.1 0.2 0.0
C -1.9616 -2.7237 -2.6116 -0.1 0.1 -0.1
C -3.1496 -2.9425 -3.2851 0.0 0.1 -0.1
S -0.3370 -3.0602 -0.3967 0.0 0.0 0.3
C 0.8579 -3.7491 -1.5236 0.0 0.0 0.0
O 0.1127 -1.5877 -0.3559 0.0 0.0 -0.2
H -6.3129 -4.0360 -2.7781 0.1 0.0 0.0
H -5.3860 -4.8472 -4.0384 0.0 0.0 0.0
H -5.6802 -3.1147 -4.1582 0.0 -0.1 0.1
H -4.8325 -4.7133 -0.9325 0.1 0.0 -0.1
H -2.7227 -4.3440 0.2907 0.0 0.1 -0.1
H -1.1881 -2.1135 -3.0657 0.0 0.0 0.1
H -3.2810 -2.5155 -4.2751 0.0 -0.1 0.1
H 0.8001 -3.2160 -2.4710 0.0 0.0 0.0
H 0.6184 -4.8058 -1.6492 0.0 0.1 0.0
H 1.8399 -3.6309 -1.0668 -0.1 0.0 0.0
O -2.7042 0.3915 -2.0694 -0.1 -0.2 0.4
C -3.1172 0.2707 -0.9352 0.1 0.0 0.0
N -4.4226 0.2348 -0.5364 0.1 0.0 0.3
C -4.5932 0.2355 0.9057 0.0 0.2 -0.1
C -3.1219 0.0697 1.3290 0.1 0.2 0.0
O -2.7563 -0.0279 2.4902 0.1 -0.1 -0.4
N -2.3155 0.1345 0.2265 -0.2 -0.3 0.1
C -5.5139 -0.8918 1.3727 0.1 0.0 0.0
C -6.7905 -0.9624 0.8193 -0.1 0.0 0.0
C -7.6704 -1.9657 1.1968 0.0 0.0 0.0
C -7.2892 -2.9051 2.1507 0.0 0.0 0.0
C -6.0282 -2.8263 2.7219 0.0 0.0 0.0
C -5.1400 -1.8247 2.3342 0.0 -0.1 0.0
C -5.0614 1.5972 1.4630 0.0 -0.1 -0.1
C -5.1771 2.7184 0.6501 0.0 0.0 0.1
C -5.5777 3.9386 1.1926 0.0 -0.1 0.0
C -5.8535 4.0423 2.5473 0.0 0.0 0.0
C -5.7272 2.9235 3.3637 0.0 0.0 0.0
C -5.3337 1.7072 2.8259 0.0 0.0 0.0
H -5.1760 0.3571 -1.1860 0.0 0.1 -0.2
H -7.1128 -0.2129 0.0994 0.0 -0.1 0.1
H -8.6626 -2.0056 0.7620 0.1 0.0 0.0
H -7.9800 -3.6844 2.4546 0.1 0.1 0.0
H -5.7311 -3.5437 3.4812 0.0 0.1 -0.1
H -4.1620 -1.7605 2.7974 -0.1 0.0 0.0
H -4.9453 2.6550 -0.4060 0.0 0.0 0.0
H -5.6681 4.8074 0.5493 0.0 -0.1 0.1
H -6.1709 4.9924 2.9662 0.0 -0.1 0.0
H -5.9434 3.0006 4.4243 0.0 0.0 -0.1
H -5.2375 0.8352 3.4629 0.0 0.0 0.0
```
Forces are in eV/Å.

## Properties
E_LUMO, eV: -2.254
Frontier orbital gap, eV: 8.696
HOMO, eV: -10.9505
Net charge: +1
Max |F|, eV Å⁻¹: 1.274
Relative energy (zero: lowest compared OMol25 entry of this formula, charge and spin), kcal per mole: 0.00
Spin multiplicity: 1


- Which formula does entry 1 have?
  C7H12N2